(1)
{"formula": "C26H25FN3O3STa", "method": "ωB97M-V/def2-TZVPD", "symbols": ["Ta", "C", "C", "C", "C", "C", "C", "C", "C", "C", "C", "C", "C", "N", "C", "C", "C", "C", "C", "C", "F", "H", "H", "H", "H", "H", "H", "H", "H", "H", "H", "H", "H", "H", "H", "H", "H", "H", "H", "H", "H", "H", "O", "S", "N", "O", "C", "N", "C", "O", "C", "C", "C", "C", "C", "C", "H", "H", "H", "H"], "positions_angstrom": [[-0.5452, -1.4314, -0.9370], [-3.8624, -1.1705, 1.6828], [-2.6298, -2.0604, 1.8286], [-2.6874, -2.8358, 3.1539], [-2.4703, -3.0503, 0.6946], [-3.5767, -3.6920, 0.1537], [-3.4359, -4.6633, -0.8252], [-2.1853, -5.0206, -1.3047], [-1.0350, -4.4132, -0.8229], [0.3066, -4.7900, -1.4177], [1.2934, -5.3534, -0.3955], [0.9040, -3.6179, -2.1993], [-1.1844, -3.4181, 0.1850], [-0.0641, -2.6084, 0.5190], [0.6905, -2.3619, 1.6678], [0.9671, -3.2020, 2.7361], [1.7977, -2.7238, 3.7433], [2.3506, -1.4492, 3.6900], [2.0896, -0.5968, 2.6182], [1.2639, -1.1063, 1.6577], [0.8891, -0.3607, 0.5074], [-3.8371, -0.3907, 2.4422], [-4.7845, -1.7314, 1.8327], [-3.9091, -0.6826, 0.7079], [-1.7490, -1.4095, 1.8625], [-3.5670, -3.4805, 3.1727], [-2.7610, -2.1382, 3.9874], [-1.8069, -3.4576, 3.3074], [-4.5651, -3.4405, 0.5117], [-4.3172, -5.1484, -1.2237], [-2.0987, -5.7813, -2.0692], [0.0936, -5.5800, -2.1405], [1.6119, -4.6004, 0.3255], [2.1847, -5.7180, -0.9056], [0.8546, -6.1906, 0.1465], [1.4538, -2.9272, -1.5467], [0.1408, -3.1186, -2.8185], [1.6513, -3.9447, -2.9247], [0.5551, -4.2011, 2.7761], [2.0207, -3.3665, 4.5835], [2.9947, -1.1076, 4.4873], [2.5026, 0.3988, 2.5466], [-1.8946, -1.5670, -2.4675], [-2.2906, -0.0627, -2.1690], [-1.6644, 0.1574, -0.7532], [2.8543, -0.9715, -1.7068], [2.1449, -0.3294, -2.4130], [0.6823, -0.3830, -2.2903], [0.1656, 0.4620, -3.1836], [-1.0901, 0.7057, -3.3237], [1.2005, 1.1044, -3.9782], [1.1152, 2.0221, -5.0070], [2.3212, 2.4470, -5.5645], [3.5402, 1.9663, -5.0997], [3.6136, 1.0386, -4.0552], [2.4210, 0.6220, -3.5108], [0.1664, 2.3957, -5.3660], [2.3068, 3.1641, -6.3734], [4.4548, 2.3185, -5.5567], [4.5627, 0.6694, -3.6924]], "lowdin_charge": [1.812, -0.053, -0.378, -0.021, -0.145, 0.014, 0.011, 0.015, -0.145, -0.342, -0.021, -0.075, -0.252, -0.117, -0.228, 0.002, -0.033, -0.031, 0.032, -0.153, -0.043, 0.098, 0.087, 0.065, 0.116, 0.098, 0.098, 0.071, 0.130, 0.132, 0.134, 0.144, 0.068, 0.099, 0.099, 0.051, 0.077, 0.120, 0.129, 0.125, 0.125, 0.138, -0.546, 1.037, -0.409, 0.170, -0.337, -0.008, -0.319, -0.099, -0.088, 0.050, -0.007, 0.000, 0.050, -0.079, 0.137, 0.128, 0.128, 0.139], "charge": 2, "de_lowest_kj_mol": 13.1, "homo_lumo_gap_ha": 0.2583}

(2)
{"formula": "C20H11BrCl5NO4TeZr", "method": "ωB97M-V/def2-TZVPD", "symbols": ["Zr", "Cl", "C", "C", "C", "Cl", "C", "Cl", "C", "Cl", "C", "Cl", "Br", "C", "C", "C", "C", "C", "N", "C", "O", "O", "H", "H", "H", "C", "Te", "C", "C", "C", "C", "C", "C", "C", "H", "H", "H", "H", "H", "H", "H", "H", "O", "O"], "positions_angstrom": [[-1.0444, -2.2833, -0.0139], [-1.6841, -1.1993, 2.1359], [-0.0543, -1.1859, 2.7236], [0.9087, -0.6064, 1.9141], [2.2431, -0.9554, 2.0987], [3.2357, -0.6329, 0.7509], [2.6560, -1.6666, 3.2264], [4.2900, -2.0596, 3.4546], [1.6752, -2.1113, 4.1374], [2.1349, -2.9799, 5.5150], [0.3064, -1.9381, 3.8393], [-0.8985, -2.7196, 4.7551], [1.8379, -2.4724, -2.1533], [0.1883, -2.5412, -3.0566], [-0.0307, -2.8050, -4.4026], [-1.3394, -2.7305, -4.8647], [-2.3974, -2.4152, -4.0018], [-2.0804, -2.1800, -2.6819], [-0.8036, -2.2265, -2.2309], [-2.7599, -1.9524, -1.3474], [-3.0311, -2.9590, -0.6698], [-2.3579, -0.8886, -0.7592], [0.7886, -3.0617, -5.0562], [-1.5498, -2.9130, -5.9086], [-3.4138, -2.3628, -4.3605], [-1.0818, 1.6670, 0.3988], [0.5230, 0.2434, 0.0316], [1.7477, 2.0020, 0.5200], [0.8820, 3.2228, 0.3800], [1.4469, 4.4922, 0.3811], [0.6280, 5.6069, 0.3018], [-0.7437, 5.4539, 0.1895], [-1.3113, 4.1879, 0.1799], [-0.4986, 3.0668, 0.2987], [-1.5138, 1.5095, 1.3974], [-1.8631, 1.5079, -0.3525], [2.6384, 2.0559, -0.1146], [2.0630, 1.8516, 1.5654], [2.5181, 4.6038, 0.4491], [1.0670, 6.5920, 0.3149], [-1.3767, 6.3228, 0.0985], [-2.3798, 4.0814, 0.0766], [0.5882, -2.7432, 0.6370], [-0.1521, -3.8791, 0.2050]], "lowdin_charge": [1.411, 0.858, -0.648, -0.508, -0.701, 0.779, -0.672, 0.808, -0.666, 0.812, -0.673, 0.796, 0.895, -0.649, -0.021, 0.024, 0.059, -0.134, -0.086, -0.583, 0.045, -0.173, 0.130, 0.137, 0.139, -0.271, 1.764, -0.247, -0.277, -0.013, -0.037, -0.038, -0.014, -0.269, 0.077, 0.073, 0.081, 0.094, 0.127, 0.122, 0.121, 0.125, -0.511, -0.284], "charge": 2, "de_lowest_kj_mol": 210.2, "homo_lumo_gap_ha": 0.2500}

(3)
{"formula": "C7H15F2HgN2O9S2", "method": "ωB97M-V/def2-TZVPD", "symbols": ["Hg", "N", "S", "O", "O", "F", "S", "O", "O", "F", "C", "O", "O", "O", "C", "O", "C", "C", "N", "C", "C", "O", "C", "H", "H", "H", "H", "H", "H", "H", "H", "H", "H", "H", "H", "H", "H", "H"], "positions_angstrom": [[28.6034, 1.3604, 7.6147], [29.6748, 1.6859, 9.5806], [29.5391, 1.2171, 11.0235], [28.5843, 1.8979, 11.8782], [30.6467, 0.5885, 11.6841], [28.6589, -0.0417, 10.4566], [30.7518, 2.9381, 10.0857], [32.0889, 2.6628, 10.5574], [30.1292, 4.1709, 10.5252], [31.1103, 3.2926, 8.5083], [28.0852, -0.9007, 6.1971], [27.2836, 0.0713, 6.2020], [27.9820, -2.0861, 5.7903], [29.1680, -0.7220, 6.9675], [25.9561, 1.0083, 9.7844], [26.6890, 1.8658, 8.8789], [26.3161, 3.2360, 8.8943], [26.7779, 4.0309, 7.6765], [28.1973, 3.7137, 7.2916], [28.2177, 3.6134, 5.8160], [29.6933, 3.2878, 5.3715], [29.9595, 1.9858, 5.8569], [31.2913, 1.5491, 5.5015], [26.4088, 1.0319, 10.7718], [25.8081, 0.0184, 9.3566], [24.9557, 1.4373, 9.6802], [26.7892, 3.6693, 9.7849], [25.2871, 3.4468, 9.1995], [26.8777, 5.0776, 7.9682], [26.1904, 3.9312, 6.7664], [28.7965, 4.5160, 7.4465], [27.7814, 4.4121, 5.2105], [27.6809, 2.7143, 5.4998], [30.3586, 4.0833, 5.7225], [29.8134, 3.2487, 4.2855], [31.3962, 1.5708, 4.4170], [31.5498, 0.6600, 6.0694], [31.9973, 2.3078, 5.8555]], "lowdin_charge": [1.248, -0.332, 0.417, -0.286, -0.253, -0.226, 0.596, -0.259, -0.285, -0.254, -0.951, -0.164, -0.084, -0.223, -0.042, -0.303, -0.205, -0.141, -0.087, -0.205, -0.206, -0.313, -0.049, 0.077, 0.103, 0.084, 0.127, 0.120, 0.125, 0.115, 0.114, 0.119, 0.110, 0.120, 0.123, 0.090, 0.099, 0.082], "charge": -1, "de_lowest_kj_mol": 0.0, "homo_lumo_gap_ha": 0.2164}